1.
75
Properties=species:S:1:pos:R:3 method="wB97M-V/def2-TZVPD" s_squared=2.038 total_energy_ha=-2238.81968 multiplicity=3 e_above_lowest_kcal_mol=0.00 e_lumo_ev="-1.08 / -1.60"
Au -0.4484 -0.5098 0.4367
N 0.7108 -1.5543 -2.4126
C 2.0305 -1.4310 -2.0008
C 2.9526 -0.7514 -2.7996
C 4.2621 -0.5778 -2.3869
C 4.6838 -1.0825 -1.1654
C 3.7747 -1.7703 -0.3745
C 2.4538 -1.9563 -0.7691
C 1.5624 -2.8173 0.0648
C 1.8925 -4.1706 0.1810
C 1.1597 -5.0284 0.9881
C 0.0857 -4.5365 1.7127
C -0.2573 -3.1947 1.6090
C 0.4606 -2.3482 0.7742
H 0.5548 -1.4109 -3.3968
H 0.1855 -2.3390 -2.0534
H 2.6333 -0.3720 -3.7648
H 4.9587 -0.0516 -3.0287
H 5.7055 -0.9492 -0.8363
H 4.0878 -2.1899 0.5749
H 2.7395 -4.5423 -0.3836
H 1.4202 -6.0777 1.0398
H -0.4991 -5.1891 2.3481
H -1.1039 -2.8250 2.1771
C 1.9543 0.3928 2.9860
C 2.6530 1.1069 1.8622
C 4.0207 1.3346 1.9071
C 4.6685 2.0006 0.8780
C 3.9483 2.4151 -0.2281
C 2.5759 2.2038 -0.3141
C 1.8465 2.6172 -1.5666
C 1.9345 1.5801 0.7577
N 0.5195 1.4361 0.7638
C -0.2408 2.5002 0.8633
C 0.3252 3.8725 1.1103
C -1.6591 2.3759 0.7223
C -2.5590 3.5727 0.8644
N -2.1833 1.1483 0.6543
C -3.2846 0.6686 0.1385
C -3.7587 1.0206 -1.2101
C -3.2503 2.2395 -1.9242
C -4.4981 0.1019 -1.8368
C -4.8719 -1.2223 -1.2400
C -4.7368 -1.2560 0.2465
C -3.9519 -0.3970 0.8905
C -3.6589 -0.5060 2.3573
H 2.6541 0.1700 3.7898
H 1.5220 -0.5486 2.6344
H 1.1337 0.9862 3.3943
H 4.5811 0.9867 2.7667
H 5.7347 2.1791 0.9310
H 4.4541 2.9014 -1.0542
H 2.3171 2.1468 -2.4301
H 1.8949 3.6985 -1.7173
H 0.8001 2.3158 -1.5595
H 1.3602 3.8193 1.4357
H -0.2555 4.3925 1.8708
H 0.2875 4.4775 0.2008
H -2.3918 4.0647 1.8244
H -3.6013 3.2622 0.8253
H -2.3844 4.3160 0.0847
H -2.1576 2.2639 -1.9233
H -3.6079 3.1611 -1.4685
H -3.5865 2.2234 -2.9591
H -4.7588 0.2406 -2.8799
H -5.8946 -1.4790 -1.5185
H -5.2334 -2.0543 0.7814
H -4.2294 -1.3210 2.7977
H -3.8969 0.4207 2.8838
H -2.5959 -0.7036 2.5147
O -3.0730 -3.4192 -0.0100
S -2.6994 -2.7573 -1.2330
O -2.1253 -3.5520 -2.2746
O -1.9587 -1.4911 -1.0073
O -4.0878 -2.2300 -1.9166

---

2.
75
Properties=species:S:1:pos:R:3 method="wB97M-V/def2-TZVPD" total_energy_ha=-2267.57744 e_above_lowest_kcal_mol=13.29 e_lumo_ev=0.49
C 1.2189 5.4241 -0.6615
C 1.2529 3.9431 -0.3625
C 0.5151 3.6729 0.9447
O 0.5458 3.2794 -1.4463
B 1.1371 2.0410 -1.4866
C 0.3605 0.5713 -1.0041
C -1.0489 0.4965 -1.5322
C -1.7030 1.5760 -2.1411
C -2.9392 1.3772 -2.7590
F -3.5416 2.4596 -3.3623
C -3.5675 0.1406 -2.8208
C -2.8974 -0.9117 -2.2036
F -3.4626 -2.1724 -2.2626
C -1.6734 -0.7593 -1.5599
C 1.2429 -0.2994 -1.8836
C 1.9617 -1.4273 -1.4718
C 2.8099 -2.0504 -2.3875
F 3.6442 -3.0550 -1.9422
C 2.9104 -1.6773 -3.7283
C 2.1149 -0.6004 -4.1202
F 2.1784 -0.1829 -5.4326
C 1.3061 0.0988 -3.2340
O 2.4443 1.9724 -1.0282
C 2.6858 3.2491 -0.4049
C 3.6850 3.9551 -1.3083
C 3.3378 2.9660 0.9375
H 1.7118 5.9755 0.1519
H 1.7145 5.6708 -1.6044
H 0.1792 5.7638 -0.7109
H 0.9828 4.2470 1.7592
H -0.5279 4.0089 0.8498
H 0.5148 2.6059 1.2151
H 0.4350 0.3304 0.0658
H -1.2565 2.5618 -2.1668
H -4.5264 0.0069 -3.3100
H -1.1665 -1.6265 -1.1303
H 1.8817 -1.7860 -0.4406
H 3.5809 -2.1741 -4.4239
H 0.7000 0.9318 -3.5969
H 4.0453 4.8730 -0.8377
H 4.5341 3.2808 -1.4551
H 3.2532 4.1855 -2.2901
H 3.5817 3.9080 1.4441
H 2.6921 2.3644 1.5915
H 4.2627 2.3992 0.7657
C 1.6518 1.1427 5.3035
C 0.7136 0.7868 4.2122
C -0.5890 1.2460 4.0577
C -1.3111 0.5428 3.0574
C -0.5788 -0.4919 2.4726
C -1.0718 -1.5608 1.6661
C -0.2394 -2.6546 1.3286
C -0.7910 -3.8647 0.9747
C -2.2020 -3.9910 0.8536
N -2.7698 -5.2021 0.6140
C -4.2034 -5.3303 0.4630
C -1.9979 -6.4287 0.5652
C -3.0142 -2.8364 0.9852
C -2.4599 -1.6432 1.3777
S 1.0903 -0.4180 3.0331
H 1.0972 1.6047 6.1314
H 2.1515 0.2373 5.6792
H 2.4274 1.8494 4.9721
H -1.0099 2.0197 4.6965
H -2.3440 0.7325 2.7924
H 0.8454 -2.5743 1.4437
H -0.1504 -4.7349 0.8278
H -4.7482 -5.0072 1.3645
H -4.5663 -4.7181 -0.3753
H -4.4196 -6.3851 0.2635
H -1.2013 -6.3626 -0.1903
H -1.5251 -6.6508 1.5348
H -2.6980 -7.2312 0.3037
H -4.0902 -2.9067 0.8267
H -3.1062 -0.7836 1.5504

---

3.
80
Properties=species:S:1:pos:R:3 method="wB97M-V/def2-TZVPD" total_energy_ha=-5048.37694 e_above_lowest_kcal_mol=0.00 e_lumo_ev=0.17
Tl 0.2746 0.8977 -0.5211
C 2.2857 6.7219 1.6353
C 1.0844 6.3236 0.7876
N 0.4303 5.1165 1.2564
C 0.8964 3.8676 1.0181
S 0.0613 2.5626 1.8172
N 1.9630 3.7773 0.2517
N 2.3008 2.4959 -0.0604
C 3.4918 2.2618 -0.4667
C 4.5648 3.3027 -0.5816
C 3.8002 0.8549 -0.8308
C 5.0354 0.5102 -1.3755
C 5.2928 -0.8150 -1.6897
C 4.3133 -1.7657 -1.4666
C 3.1040 -1.3402 -0.9348
N 2.8555 -0.0747 -0.6150
H 2.7517 7.6260 1.2397
H 3.0246 5.9214 1.6349
H 1.9880 6.9155 2.6669
H 1.3925 6.1588 -0.2443
H 0.3367 7.1185 0.7863
H -0.2942 5.1811 1.9489
H 4.1893 4.2505 -0.2091
H 4.8724 3.4333 -1.6221
H 5.4493 3.0147 -0.0100
H 5.7864 1.2667 -1.5488
H 6.2506 -1.0970 -2.1085
H 4.4639 -2.8094 -1.7035
H 2.2962 -2.0452 -0.7757
C -3.4297 2.1487 -0.3441
C -3.5052 0.8012 0.3227
O -4.3369 -0.0413 -0.0233
N -2.6122 0.5814 1.3014
C -2.5342 -0.6617 2.0448
C -1.1715 -0.8284 2.6678
C -1.0289 -1.0202 4.0340
C 0.2421 -1.1893 4.5599
C 1.3269 -1.1479 3.7033
C 1.0903 -0.9391 2.3535
N -0.1273 -0.7950 1.8373
H -3.1809 1.9977 -1.3955
H -2.6890 2.8052 0.1122
H -4.4148 2.6119 -0.3012
H -1.9886 1.3388 1.5591
H -2.7109 -1.4939 1.3664
H -3.3097 -0.7018 2.8138
H -1.9034 -1.0313 4.6706
H 0.3807 -1.3392 5.6227
H 2.3393 -1.2604 4.0649
H 1.9177 -0.8698 1.6560
C 2.2213 -0.5335 -4.2246
O 1.5158 -1.5329 -3.5132
C 0.1998 -1.3083 -3.2740
C -0.5341 -0.2926 -3.8539
C -1.8719 -0.1308 -3.5002
Br -2.8580 1.2788 -4.3006
C -2.4842 -0.9610 -2.5979
C -1.7472 -2.0045 -2.0181
C -0.4049 -2.1887 -2.3528
O 0.3647 -3.1464 -1.8159
C -2.3628 -2.9123 -1.0495
N -1.7712 -3.9985 -0.6007
C -2.6544 -4.5541 0.3073
C -2.5423 -5.6994 1.0919
C -3.5875 -5.9974 1.9438
C -4.7266 -5.1812 2.0198
C -4.8564 -4.0481 1.2396
C -3.8020 -3.7560 0.3813
N -3.6037 -2.7252 -0.5170
H 2.1015 0.4454 -3.7499
H 1.8921 -0.4753 -5.2655
H 3.2680 -0.8243 -4.1923
H -0.0852 0.3826 -4.5659
H -3.5231 -0.8112 -2.3393
H -0.2343 -3.7296 -1.2780
H -1.6619 -6.3253 1.0341
H -3.5310 -6.8789 2.5688
H -5.5224 -5.4491 2.7023
H -5.7340 -3.4175 1.2926
H -4.0794 -1.8223 -0.4767